#w
Computed, not measured: a single C7H13N3O4 molecule, with ωB97M-V/def2-TZVPD.

Results
Orbital gap ... 10.28 eV
E_HOMO ... -10.1 eV
LUMO energy ... 0.18 eV
SMILES string ... C[C@H](N)C(=O)N[C@@H](CC(N)=O)C(=O)O

Structure (ORCA input):
```
! wB97M-V def2-TZVPD RIJCOSX def2/J DEFGRID3
* xyz 0 1
O 2.18 2.30 -0.46
O 1.15 2.47 1.58
O -2.80 0.32 1.68
O 2.65 0.28 -2.14
N 1.63 -1.71 -2.09
N -0.80 0.82 0.76
N -1.49 -2.33 1.88
C -2.70 -1.96 -0.22
C -1.59 -1.53 0.68
C -1.79 -0.08 1.11
C 0.48 0.29 -1.23
C 1.68 -0.37 -1.86
C 0.53 0.61 0.24
C 1.35 1.85 0.51
H 0.41 1.36 -1.71
H -0.37 -0.32 -1.42
H 1.85 1.92 -1.27
H -2.88 -1.26 -1.04
H 1.09 -0.35 0.69
H 2.17 -2.11 -2.79
H -2.25 -2.05 2.50
H -2.44 -2.87 -0.76
H -3.67 -2.41 0.17
H 0.68 -2.14 -2.07
H -1.79 -3.27 1.60
H -0.57 -1.39 0.25
H -0.89 1.54 1.42
*
```

These are the natural (NBO) partial charges, in e, on atoms 1 to 5: atom 1 (O): -0.6332, atom 2 (O): -0.5678, atom 3 (O): -0.5955, atom 4 (O): -0.5943, atom 5 (N): -0.8020

=====

#x
Computed, not measured: a single C7H13N3O4 molecule, with ωB97M-V/def2-TZVPD.

Results
Orbital gap ... 10.02 eV
E_HOMO ... -9.5 eV
LUMO energy ... 0.48 eV
SMILES string ... C[C@H](NC(=O)[C@@H](N)CC(N)=O)C(=O)O

Structure (ORCA input):
```
! wB97M-V def2-TZVPD RIJCOSX def2/J DEFGRID3
* xyz 0 1
O -3.62 -0.11 1.33
O -1.19 -1.26 -0.97
O 4.33 0.58 -0.02
O 3.55 -0.93 -1.46
N -0.08 1.81 -0.66
N -3.87 -1.07 -0.69
N 1.01 -1.02 -0.38
C -3.34 -0.07 0.14
C 2.01 -0.14 0.33
C -0.34 -0.63 -0.54
C -0.94 0.80 -0.11
C 2.33 -0.77 1.92
C -2.47 0.94 -0.41
C 3.28 -0.16 -0.56
H 1.56 -0.53 2.57
H 1.76 0.91 0.54
H -2.49 0.78 -1.53
H -0.86 0.73 0.93
H 0.06 1.37 -1.57
H -4.21 -1.98 -0.33
H 3.32 -0.62 2.42
H -2.78 1.97 -0.03
H 1.26 -1.98 -0.40
H -3.95 -0.96 -1.67
H -0.63 2.69 -0.97
H 4.07 1.48 0.31
H 2.21 -1.84 1.81
*
```

These are the natural (NBO) partial charges, in e, on atoms 1 to 5: atom 1 (O): -0.6088, atom 2 (O): -0.5785, atom 3 (O): -0.7101, atom 4 (O): -0.5377, atom 5 (N): -0.8236

=====

Most stable of them? #w.

=====

#w
Computed, not measured: 2 unconnected molecules or ions with the total composition CH4NO3P, with ωB97M-V/def2-TZVPD.

Results
Orbital gap ... 9.97 eV
E_HOMO ... -10.4 eV
LUMO energy ... -0.38 eV
SMILES string ... NP(=O)=O.C=O

Structure (ORCA input):
```
! wB97M-V def2-TZVPD RIJCOSX def2/J DEFGRID3
* xyz 0 1
P -0.98 -0.11 -0.18
O -0.72 -1.18 -1.15
O 2.24 -0.88 -0.27
O -1.58 -0.27 1.13
N -0.70 1.43 -0.65
C 1.45 -0.92 0.63
H -0.97 1.68 -1.56
H 1.22 0.02 1.13
H 1.18 -1.91 0.97
H -1.13 2.14 -0.05
*
```

These are the natural (NBO) partial charges, in e, on atoms 1 to 5: atom 1 (P): 2.3576, atom 2 (O): -0.9977, atom 3 (O): -0.4693, atom 4 (O): -1.0222, atom 5 (N): -1.1793

=====

#x
Computed, not measured: a single CH4NO3P molecule, with ωB97M-V/def2-TZVPD.

Results
Orbital gap ... 10.87 eV
E_HOMO ... -10.1 eV
LUMO energy ... 0.75 eV
SMILES string ... O=CNP(O)O

Structure (ORCA input):
```
! wB97M-V def2-TZVPD RIJCOSX def2/J DEFGRID3
* xyz 0 1
P -1.41 0.51 -0.03
O -1.56 -0.46 1.34
O -1.19 -0.57 -1.31
O 1.21 -0.97 -0.10
N 0.31 1.05 -0.08
C 1.37 0.24 -0.07
H 2.45 0.68 0.08
H -0.45 -1.13 -1.02
H 0.59 2.05 -0.18
H -1.30 -1.39 1.38
*
```

These are the natural (NBO) partial charges, in e, on atoms 1 to 5: atom 1 (P): 1.5012, atom 2 (O): -1.0086, atom 3 (O): -0.9916, atom 4 (O): -0.6550, atom 5 (N): -0.9428

=====

Most stable of them? #x.

=====

#w
Computed, not measured: a molecular structure, C4H2N2S, with ωB97M-V/def2-TZVPD.

Results
Orbital gap ... 8.52 eV
E_HOMO ... -9.8 eV
LUMO energy ... -1.30 eV

Structure (ORCA input):
```
! wB97M-V def2-TZVPD RIJCOSX def2/J DEFGRID3
* xyz 0 1
S -2.24 0.75 -0.53
N -0.90 -2.95 1.33
N 2.16 -1.22 -1.70
C -1.45 -0.50 -1.00
C -0.33 -2.22 0.66
C 1.33 -1.21 -0.93
C 0.17 -1.03 -0.03
H 0.41 -0.26 0.64
H -1.82 -1.18 -1.70
*
```

These are the natural (NBO) partial charges, in e, on atoms 1 to 5: atom 1 (S): 0.2320, atom 2 (N): -0.2691, atom 3 (N): -0.2737, atom 4 (C): -0.2618, atom 5 (C): 0.2528

=====

#x
Computed, not measured: a single C4H2N2S molecule, with ωB97M-V/def2-TZVPD.

Results
Orbital gap (spin up / spin down) ... 6.08 / 5.55 eV
E_HOMO (spin up / spin down) ... -9.1 / -9.0 eV
LUMO energy (spin up / spin down) ... -3.02 / -3.49 eV

Structure (ORCA input):
```
! wB97M-V def2-TZVPD RIJCOSX def2/J DEFGRID3
* xyz 0 1
S 1.80 1.47 0.06
N 0.47 -0.85 -0.79
N -0.75 -1.33 -0.91
C -0.96 0.62 -0.29
C 2.10 0.80 1.50
C -1.72 -0.45 -0.50
C 0.41 0.41 -0.35
H 1.36 0.11 1.65
H -2.70 -0.78 -0.37
*
```

These are the natural (NBO) partial charges, in e, on atoms 1 to 5: atom 1 (S): 0.5142, atom 2 (N): -0.2495, atom 3 (N): -0.0948, atom 4 (C): 0.3057, atom 5 (C): -0.4135

=====

Most stable of them? #w.